a:
{"formula": "H5NS2", "method": "the ωB97M-V functional and the def2-TZVPD basis", "total_charge": 0, "smiles": "SS.N", "e_lumo_ha": 0.0126, "elements": ["S", "H", "S", "H", "H", "H", "H", "N"], "xyz": [[3.01, -0.03, -2.12], [5.33, -1.13, -1.73], [4.92, 0.09, -1.34], [-4.59, -0.25, 1.31], [-3.00, 0.11, 1.63], [2.41, -0.47, -1.01], [-4.19, 1.19, 1.96], [-3.89, 0.48, 1.31]]}

---

b:
{"formula": "H5NS2", "method": "the ωB97M-V functional and the def2-TZVPD basis", "total_charge": 0, "smiles": "SS.N", "e_lumo_ha": 0.0077, "elements": ["N", "H", "H", "S", "H", "S", "H", "H"], "xyz": [[0.95, 4.15, 0.09], [0.15, 3.60, -0.17], [1.54, 4.45, -0.68], [-1.53, -4.93, 0.39], [0.00, -2.72, 0.57], [0.16, -3.86, -0.13], [-1.93, -5.69, -0.64], [0.66, 5.00, 0.57]]}

---

We find a to be the most stable, with the next structure 0.0177 hartree higher.

---

a:
{"formula": "C5H15N3", "method": "the ωB97M-V functional and the def2-TZVPD basis", "total_charge": 2, "smiles": "CCC[NH2+]/[N+](C)=C\\N", "e_lumo_ha": -0.3253, "elements": ["H", "C", "H", "N", "H", "C", "N", "H", "H", "H", "H", "C", "H", "H", "H", "C", "H", "H", "H", "H", "H", "N", "C"], "xyz": [[-3.28, -1.52, -0.93], [1.48, 1.76, -0.81], [0.55, 1.52, 1.63], [0.41, 0.59, 1.10], [-3.11, 0.30, -1.06], [-1.01, 0.51, 0.50], [1.39, 0.61, 0.05], [-1.23, 1.40, -0.21], [-1.46, -1.65, 0.60], [1.02, 1.37, -1.80], [-3.64, -0.30, 0.37], [-1.43, -0.78, -0.06], [0.89, 2.53, -0.30], [0.61, -0.19, 1.74], [1.96, -2.08, 1.32], [2.13, -0.58, -0.27], [2.96, -2.44, 0.12], [2.54, 2.05, -0.99], [-1.61, 0.91, 1.33], [2.52, -0.55, -1.26], [-0.91, -1.10, -0.98], [2.17, -1.73, 0.36], [-2.94, -0.62, -0.42]]}

---

b:
{"formula": "C5H15N3", "method": "the ωB97M-V functional and the def2-TZVPD basis", "total_charge": 2, "e_lumo_ha": -0.3524, "elements": ["H", "C", "H", "H", "C", "H", "N", "H", "H", "H", "H", "H", "C", "N", "H", "H", "H", "H", "N", "C", "H", "H", "C"], "xyz": [[3.06, 2.15, 1.20], [-3.56, -0.69, -0.09], [2.34, -2.34, 0.13], [4.17, -1.60, -0.27], [3.96, -0.54, -0.18], [-1.47, -0.98, 0.52], [1.81, 0.60, 0.26], [-4.13, 1.15, -1.14], [-5.34, -0.29, -0.77], [4.54, -0.04, 0.60], [4.08, -0.07, -1.18], [0.84, -1.63, 0.26], [-4.54, 0.37, -0.38], [1.78, -1.59, -0.03], [1.75, 2.62, 0.27], [-1.78, -0.89, -1.25], [-4.93, 0.91, 0.59], [3.08, 2.01, -0.40], [2.47, 1.88, 0.39], [-2.09, -0.50, -0.23], [-2.01, 0.52, -0.21], [-3.92, -1.72, -0.16], [2.45, -0.48, 0.12]]}

---

We find b to be the most stable, with the next structure 0.0059 hartree higher.

---

a:
{"formula": "C4H9N2O3P", "method": "the ωB97M-V functional and the def2-TZVPD basis", "total_charge": 0, "smiles": "COCOP(N=C=N)OC", "e_lumo_ha": 0.0184, "elements": ["H", "C", "N", "O", "N", "H", "O", "P", "H", "O", "H", "H", "H", "H", "C", "H", "C", "H", "C"], "xyz": [[-2.06, 1.27, 1.39], [-1.15, 1.31, 0.67], [1.92, 0.42, -0.25], [0.28, -1.90, -0.68], [4.18, 1.35, 0.16], [-2.83, 0.91, -2.18], [-0.66, -0.03, 0.63], [0.02, -0.34, -0.87], [-3.70, 1.43, -0.70], [-1.58, 1.80, -0.59], [-2.53, -0.01, -0.69], [5.01, 0.87, 0.37], [-0.12, -3.29, 0.76], [1.77, -3.06, 0.22], [-2.73, 1.06, -1.01], [0.77, -1.96, 1.39], [0.70, -2.59, 0.45], [-0.38, 1.99, 1.01], [3.09, 0.76, -0.10]]}

---

b:
{"formula": "C4H9N2O3P", "method": "the ωB97M-V functional and the def2-TZVPD basis", "total_charge": 0, "e_lumo_ha": [-0.0528, -0.0527], "elements": ["H", "H", "H", "H", "C", "C", "H", "N", "C", "O", "C", "N", "P", "H", "O", "H", "O", "H", "H"], "xyz": [[0.60, -2.34, -0.01], [-2.15, 1.34, 1.54], [-0.17, 2.46, 0.96], [0.38, 0.90, 1.76], [0.66, 1.09, -0.44], [1.17, -0.35, -0.67], [-1.12, -1.40, -1.51], [-1.07, -1.42, -0.51], [0.27, -1.37, 0.05], [-0.01, 1.53, -1.48], [-0.15, 1.31, 0.96], [-1.47, 0.69, 1.16], [-2.06, -0.11, -0.11], [0.34, -1.22, 1.06], [-3.51, -0.35, -0.20], [1.65, 1.50, -0.06], [2.48, -0.52, -0.31], [1.17, -0.40, -1.72], [2.98, -1.34, -0.48]]}

---

We find a to be the most stable, with the next structure 0.0245 hartree higher.

---

a:
{"formula": "C2H7S2", "method": "the ωB97M-V functional and the def2-TZVPD basis", "total_charge": 0, "multiplicity": 2, "e_lumo_ha": [0.0300, -0.0980], "elements": ["H", "H", "H", "S", "H", "C", "H", "H", "S", "H", "C"], "xyz": [[0.58, 0.24, 1.10], [-0.16, 1.09, -1.28], [0.02, 1.87, 1.48], [2.27, -1.17, -0.49], [-0.45, 0.54, 2.51], [-0.26, 0.82, 1.47], [-1.80, 0.60, -1.86], [1.68, -1.49, -1.63], [-1.73, 0.52, 0.48], [-0.64, -0.59, -1.38], [-1.00, 0.42, -1.16]]}

---

b:
{"formula": "C2H7S2", "method": "the ωB97M-V functional and the def2-TZVPD basis", "total_charge": 0, "multiplicity": 2, "e_lumo_ha": [0.0333, -0.0818], "elements": ["S", "H", "S", "C", "H", "H", "H", "C", "H", "H", "H"], "xyz": [[1.11, 0.84, 1.12], [-0.40, -2.35, -0.12], [-0.72, 2.11, -1.54], [0.24, -1.47, -0.16], [-0.02, -1.00, 1.95], [0.08, -0.97, -1.12], [-1.08, -0.10, 0.90], [-0.07, -0.50, 0.98], [1.27, -1.79, -0.10], [0.03, 1.80, -0.45], [-0.45, 3.42, -1.45]]}

---

We find b to be the most stable, with the next structure 0.0095 hartree higher.

---

a:
{"formula": "C18H19N5O3", "method": "the ωB97M-V functional and the def2-TZVPD basis", "total_charge": 0, "smiles": "C/C(CC(=O)Nc1ccccn1)=N\\NC(=O)C(=O)Nc1ccccc1C", "e_lumo_ha": 0.0118, "elements": ["H", "C", "C", "N", "H", "H", "C", "C", "C", "O", "C", "H", "C", "C", "H", "H", "C", "C", "C", "O", "C", "H", "N", "H", "C", "N", "H", "H", "N", "C", "N", "H", "H", "H", "C", "H", "H", "C", "H", "H", "C", "H", "C", "H", "O"], "xyz": [[-0.76, 0.81, 2.67], [-0.31, 1.08, -0.10], [-2.07, -2.26, -2.88], [0.85, 2.75, 1.22], [-2.83, -3.90, -4.01], [-2.80, -0.15, -6.04], [-2.60, -0.74, -5.16], [-1.79, -3.09, -1.66], [-1.80, -0.89, -2.90], [-0.86, 1.92, -2.28], [2.33, 0.08, 2.69], [1.95, -0.24, 4.68], [2.94, -0.71, 0.17], [-2.88, -2.09, -5.15], [-0.74, -3.06, -1.40], [2.48, 3.07, 2.99], [-2.06, -0.14, -4.04], [1.69, 1.73, 4.47], [3.17, 0.57, 0.64], [1.50, 1.87, 5.66], [2.11, -1.25, 2.34], [1.69, -1.95, 3.05], [2.01, 0.49, 3.98], [-1.60, 2.31, 2.33], [2.41, -1.64, 1.05], [0.09, 2.33, 0.16], [3.59, 1.34, 0.01], [0.11, 2.95, -0.64], [2.87, 0.96, 1.87], [1.53, 2.86, 3.47], [-1.25, -0.30, -1.76], [-3.30, -2.57, -6.02], [-1.84, 0.92, -4.04], [-2.37, -2.75, -0.81], [-0.85, 0.96, -1.53], [-0.90, 2.03, 3.95], [2.23, -2.66, 0.73], [-0.76, 1.88, 2.88], [-2.06, -4.13, -1.85], [-1.11, -0.91, -0.95], [0.52, 2.49, 2.42], [3.18, -0.97, -0.85], [-2.62, -2.84, -4.02], [1.19, 3.73, 4.03], [-0.26, 0.11, 0.65]]}

---

b:
{"formula": "C18H19N5O3", "method": "the ωB97M-V functional and the def2-TZVPD basis", "total_charge": 0, "smiles": "Cc1cc(CNC(=O)Cn2nc(C)c([N+](=O)[O-])c2C)c2ccccc2n1", "e_lumo_ha": -0.0045, "elements": ["H", "H", "H", "H", "C", "C", "C", "H", "H", "N", "N", "O", "H", "C", "H", "O", "N", "C", "H", "H", "O", "H", "N", "C", "C", "C", "C", "H", "H", "C", "H", "N", "H", "H", "H", "C", "C", "H", "C", "C", "H", "C", "C", "C", "C"], "xyz": [[2.31, 1.42, -2.98], [-2.42, 0.53, -2.64], [-1.60, -2.89, -2.13], [0.95, 3.08, -1.76], [1.63, 3.02, -0.92], [1.81, -1.22, 1.97], [-1.64, -3.02, 0.03], [-1.70, -1.03, 3.34], [-1.52, -4.86, 1.08], [2.06, -0.56, -0.37], [-0.33, 0.45, -2.54], [1.01, 3.10, 1.97], [-1.65, -0.90, -3.38], [-1.90, 1.73, 1.37], [-2.41, -4.94, -0.46], [1.29, 1.33, 3.17], [1.28, 1.91, 2.10], [-1.75, -0.41, 2.45], [-2.00, 1.75, -0.74], [2.62, 3.35, -1.25], [0.73, -0.93, -3.99], [0.84, -1.24, 2.45], [2.00, 0.56, -1.11], [-1.63, -0.21, -2.53], [1.59, 1.18, 0.95], [2.08, 0.45, -2.53], [-1.55, -4.51, 0.05], [2.54, -0.95, 2.73], [1.29, 3.70, -0.14], [-1.75, -0.97, -1.23], [-1.81, 1.44, 3.50], [-1.66, -2.40, 1.18], [-0.65, -4.84, -0.47], [2.04, -2.20, 1.57], [-1.97, 2.80, 1.46], [-1.90, 1.13, 0.14], [-1.74, -1.05, 1.20], [-0.19, 1.07, -1.75], [0.76, -0.10, -3.10], [-1.67, -2.33, -1.21], [2.87, -0.26, -2.79], [1.72, 1.65, -0.36], [-1.81, -0.27, 0.01], [-1.82, 0.95, 2.54], [1.82, -0.23, 0.87]]}

---

We find a to be the most stable, with the next structure 0.0901 hartree higher.